Record 1
This record from the Open Molecules 2025 dataset describes a cluster of 9 separate species, C14H46O9 in total. The level of theory is ωB97M-V/def2-TZVPD.

Last column: Mulliken charge in e.
Element x y z (Å)
C -0.575 -4.374 3.630  -1.06
C -0.362 -3.871 2.200  -0.21
O -1.054 -2.636 1.940  -0.32
H -0.111 -3.551 4.214  0.16
H 0.107 -5.212 3.857  0.36
H -1.617 -4.544 3.853  0.29
H -0.783 -4.540 1.433  0.32
H 0.651 -3.561 1.966  0.28
H -0.881 -2.372 1.043  0.24
C -0.528 0.589 5.066  -1.32
C -0.198 -0.632 4.120  0.66
O 1.088 -0.933 4.563  -0.61
H -1.624 0.680 5.195  0.32
H -0.048 1.489 4.696  0.23
H -0.139 0.480 6.049  0.42
H -0.215 -0.483 3.026  -0.42
H -0.880 -1.448 4.252  0.38
H 1.537 -1.542 3.930  0.33
C -2.485 -0.095 -3.608  -0.75
C -3.729 -0.585 -2.900  -0.43
O -3.442 -1.659 -2.061  -0.56
H -2.755 0.647 -4.322  0.50
H -1.935 -0.900 -4.165  0.32
H -1.857 0.510 -2.937  -0.06
H -4.470 -0.871 -3.620  0.36
H -4.058 0.292 -2.353  0.30
H -4.228 -1.760 -1.520  0.30
C 1.094 -1.278 -0.292  -0.74
C -0.064 -1.236 -1.313  0.62
O -1.179 -1.695 -0.604  -0.44
H 0.848 -0.765 0.603  -0.18
H 1.967 -0.814 -0.756  0.03
H 1.491 -2.222 -0.034  0.51
H 0.117 -1.744 -2.268  0.40
H -0.137 -0.133 -1.512  -0.43
H -1.913 -1.774 -1.219  0.26
C 1.550 1.348 -4.242  -0.47
C 0.538 2.324 -4.896  -0.30
O 0.938 3.609 -4.570  -0.54
H 1.465 1.248 -3.143  -0.29
H 2.548 1.753 -4.528  0.33
H 1.422 0.332 -4.646  0.35
H -0.481 2.111 -4.623  0.09
H 0.620 2.294 -5.983  0.46
H 0.943 4.261 -5.289  0.30
C 4.137 0.880 -1.202  -0.18
O 4.340 1.773 -0.079  -0.53
H 4.971 0.942 -1.917  0.34
H 3.172 1.101 -1.736  -0.17
H 4.138 -0.173 -0.824  0.23
H 4.338 2.677 -0.479  0.26
C 2.181 1.617 2.148  0.11
O 3.518 1.667 2.499  -0.67
H 2.214 2.227 1.280  0.20
H 1.519 1.932 2.926  0.11
H 1.894 0.541 1.911  -0.20
H 4.029 1.695 1.657  0.48
C -2.997 -0.256 1.457  0.18
O -4.246 0.149 1.941  -0.58
H -2.189 -0.289 2.209  -0.14
H -2.664 0.346 0.651  0.18
H -3.161 -1.284 1.076  0.04
H -4.224 1.083 1.954  0.32
C 0.229 2.466 -0.816  0.08
O 0.241 3.801 -0.527  -0.62
H -0.230 1.894 -0.017  0.19
H 1.256 2.254 -0.891  -0.07
H -0.260 2.252 -1.802  0.07
H 0.623 3.969 0.348  0.35

Values from the calculation:
DFT total energy   -1237.95932 Ha
Kohn-Sham gap   9.9 eV
SMILES   CCO.CCO.CCO.CCO.CCO.CO.CO.CO.CO
E_LUMO   0.43 eV
Energy relative to the best compared isomer or geometry (same formula, charge and spin)   404.4 kJ/mol

***

Record 2
This record from the Open Molecules 2025 dataset describes a cluster of 9 separate species, C14H47N17O10 in total. The level of theory is ωB97M-V/def2-TZVPD.

Last column: Mulliken charge in e.
Element x y z (Å)
C -4.653 4.522 3.962  -0.67
O -4.264 3.644 4.997  -0.32
C -4.630 2.269 4.793  -0.90
C -3.927 1.591 3.589  -0.12
N -2.461 1.313 3.780  -0.06
C -1.516 2.292 4.285  -0.90
C -1.161 3.455 3.300  -0.48
O -0.406 2.770 2.264  -0.51
C -0.109 3.562 1.086  -1.17
H -4.094 5.397 4.293  0.23
H -5.717 4.761 3.965  0.28
H -4.308 4.238 2.968  0.27
H -5.716 2.207 4.720  0.41
H -4.399 1.863 5.778  0.32
H -4.160 2.182 2.704  0.25
H -4.446 0.650 3.406  0.38
H -2.045 1.128 2.879  -0.04
H -0.557 1.798 4.444  0.37
H -1.913 2.651 5.235  0.50
H -0.549 4.302 3.610  0.46
H -2.066 3.935 2.930  0.24
H -1.054 3.844 0.623  0.29
H 0.609 3.120 0.395  0.35
H 0.303 4.494 1.472  0.47
N 1.304 0.140 -3.700  0.42
C 0.628 0.468 -4.728  0.42
N -0.257 1.346 -4.444  -0.25
O 0.848 0.095 -5.857  -0.78
H 1.995 -0.592 -3.786  0.01
H 1.095 0.389 -2.743  0.14
H -0.197 1.836 -3.563  0.13
H -1.050 1.558 -5.033  0.24
N 0.266 -3.836 -3.875  -0.31
C 0.402 -4.325 -2.633  0.65
N 1.522 -5.048 -2.681  -0.32
O -0.301 -4.374 -1.623  -0.60
H -0.526 -3.335 -4.252  0.17
H 1.078 -3.843 -4.475  0.08
H 2.085 -5.142 -3.514  0.14
H 1.933 -5.505 -1.879  0.22
N 0.316 0.335 0.915  0.18
C 0.743 0.024 -0.294  0.89
N 0.674 -1.278 -0.587  0.57
O 1.126 0.828 -1.095  -0.81
H 0.042 -0.482 1.443  -0.18
H 0.189 1.318 1.111  -0.02
H 1.065 -1.487 -1.494  -0.43
H 0.183 -2.008 -0.091  0.04
N 1.811 3.216 -2.175  -0.19
C 2.401 3.418 -3.348  0.67
N 2.021 4.504 -3.941  -0.40
O 3.260 2.730 -3.902  -0.69
H 1.067 3.821 -1.858  0.16
H 2.015 2.317 -1.761  0.23
H 1.371 5.059 -3.403  0.13
H 2.476 4.792 -4.796  0.24
N 4.760 -0.853 -2.813  -0.38
C 3.839 -1.767 -2.963  0.69
N 3.374 -1.855 -4.175  -0.67
O 3.365 -2.450 -2.059  -0.62
H 5.273 -0.586 -3.641  0.17
H 5.048 -0.569 -1.888  0.23
H 2.915 -2.741 -4.331  0.11
H 3.757 -1.299 -4.927  0.14
N -2.680 -1.892 -0.143  -0.31
C -3.090 -0.677 -0.085  0.68
N -3.448 -0.288 -1.269  -0.44
O -3.195 -0.059 0.910  -0.68
H -2.332 -2.321 0.702  0.17
H -2.505 -2.354 -1.024  0.18
H -3.785 0.665 -1.280  0.23
H -3.470 -0.849 -2.108  0.15
N -1.265 -1.477 2.636  -0.07
C -0.438 -2.443 2.436  0.71
N 0.397 -2.549 3.447  -0.38
O -0.326 -3.110 1.396  -0.67
H -1.323 -1.092 3.569  0.14
H -1.798 -1.073 1.879  -0.18
H 0.410 -1.928 4.243  0.15
H 1.255 -3.037 3.234  0.19
N 4.448 -4.055 1.751  -0.40
C 3.113 -4.245 1.747  0.60
N 2.550 -4.013 0.572  -0.13
O 2.448 -4.454 2.743  -0.80
H 4.844 -4.143 2.676  0.23
H 4.920 -3.960 0.863  0.19
H 1.541 -3.974 0.611  0.10
H 3.048 -3.479 -0.126  0.27

Values from the calculation:
DFT total energy   -2245.06986 Ha
Kohn-Sham gap   9.2 eV
SMILES   COCCNCCOC.NC(N)=O.NC(N)=O.NC(N)=O.NC(N)=O.NC(N)=O.NC(N)=O.NC(N)=O.NC(N)=O
E_LUMO   0.31 eV
Energy relative to the best compared isomer or geometry (same formula, charge and spin)   0.0 kJ/mol

***

Record 3
This record from the Open Molecules 2025 dataset describes a cluster of 10 separate species, C14H48N16O10 in total. The level of theory is ωB97M-V/def2-TZVPD.

Last column: Löwdin spin population.
Element x y z (Å)
C 3.184 3.578 -4.361  0.00
C 2.444 4.120 -3.168  0.00
C 1.530 3.095 -2.511  0.00
O 3.379 4.520 -2.234  0.00
H 2.465 3.187 -5.080  0.00
H 3.914 2.819 -4.079  0.00
H 3.604 4.472 -4.822  0.00
H 2.067 5.035 -3.624  0.00
H 0.632 2.943 -3.110  0.00
H 1.118 3.495 -1.584  0.00
H 2.003 2.144 -2.268  0.00
H 3.791 3.690 -1.983  0.00
C -0.062 -1.511 0.075  0.00
C -0.409 -0.142 0.738  0.00
C 0.724 0.855 0.581  0.00
O -1.627 0.400 0.405  0.00
H -0.759 -2.315 0.307  0.00
H 0.908 -1.850 0.439  0.00
H -0.072 -1.377 -1.007  0.00
H -0.356 -0.277 1.818  0.00
H 0.774 1.820 1.087  0.00
H 0.912 1.026 -0.479  0.00
H 1.644 0.322 0.822  0.00
H -2.167 -0.302 0.034  0.00
C 0.151 -4.623 -1.422  0.00
O 1.224 -4.518 -1.974  0.00
N 0.011 -5.249 -0.251  0.00
N -0.878 -4.085 -1.993  0.00
H 0.784 -5.702 0.217  0.00
H -0.790 -5.052 0.333  0.00
H -0.817 -3.688 -2.920  0.00
H -1.720 -4.413 -1.542  0.00
C -3.079 -4.910 0.830  0.00
O -2.077 -5.012 1.436  0.00
N -3.757 -3.796 0.768  0.00
N -3.519 -5.939 0.155  0.00
H -4.729 -3.736 0.500  0.00
H -3.252 -3.171 1.380  0.00
H -4.397 -6.055 -0.330  0.00
H -2.820 -6.666 0.098  0.00
C 4.451 1.151 -0.316  0.00
O 4.572 1.892 -1.229  0.00
N 4.281 1.676 0.928  0.00
N 4.318 -0.099 -0.312  0.00
H 4.070 1.074 1.711  0.00
H 4.716 2.579 1.050  0.00
H 4.371 -0.626 0.548  0.00
H 4.363 -0.674 -1.141  0.00
C -1.241 -2.441 3.634  0.00
O -2.326 -2.158 3.256  0.00
N -0.591 -1.980 4.663  0.00
N -0.489 -3.328 2.976  0.00
H -1.178 -1.347 5.187  0.00
H 0.312 -2.367 4.897  0.00
H -0.863 -3.841 2.190  0.00
H 0.441 -3.424 3.358  0.00
C 1.797 3.902 2.320  0.00
O 1.936 2.945 3.032  0.00
N 2.262 3.973 1.129  0.00
N 1.153 4.971 2.592  0.00
H 2.122 4.745 0.493  0.00
H 2.794 3.168 0.832  0.00
H 0.935 5.465 1.738  0.00
H 0.511 4.775 3.347  0.00
C -4.569 0.856 3.426  0.00
O -5.217 1.750 3.051  0.00
N -4.085 -0.152 2.654  0.00
N -4.102 0.779 4.595  0.00
H -4.314 -0.140 1.670  0.00
H -3.436 -0.787 3.096  0.00
H -4.497 1.390 5.296  0.00
H -3.310 0.190 4.809  0.00
C 1.335 -0.464 -3.329  0.00
O 0.492 0.359 -3.244  0.00
N 2.573 -0.310 -2.920  0.00
N 1.119 -1.698 -3.579  0.00
H 3.216 -1.004 -3.274  0.00
H 2.861 0.488 -2.373  0.00
H 1.947 -2.250 -3.752  0.00
H 0.176 -2.031 -3.714  0.00
C -3.214 2.791 -1.592  0.06
O -4.024 3.305 -2.325  0.46
N -3.370 2.366 -0.362  0.14
N -2.014 2.531 -1.949  0.32
H -2.789 1.667 0.078  0.00
H -4.361 2.418 -0.173  0.00
H -1.632 2.961 -2.779  0.00
H -1.475 1.820 -1.476  0.01

Values from the calculation:
DFT total energy   -2190.55248 Ha
⟨S²⟩   0.760
2S+1   2
Net charge   +1
Kohn-Sham gap (spin up / spin down)   9.2 / 3.4 eV
E_LUMO (spin up / spin down)   -2.52 / -8.34 eV
Energy relative to the best compared isomer or geometry (same formula, charge and spin)   325.3 kJ/mol